# 1
26
Properties=species:S:1:pos:R:3:forces:R:3 method="wB97M-V/def2-TZVPD" homo_lumo_gap_ev=10.048 smiles=Cc1ccccc1.CCC lumo_ev=0.988 homo_ev=-9.06 energy_ev=-10629.0021
C 1.620048 2.077310 -0.284294 -1.71 -0.02 0.26
C 1.609613 0.678580 0.278622 0.42 -0.42 -1.03
C 1.703732 0.368369 1.613039 -0.02 0.52 0.51
C 1.530984 -0.926270 2.102570 -0.14 0.47 0.48
C 1.251521 -1.944993 1.232586 -0.16 0.34 -0.79
C 1.333675 -1.653749 -0.141029 -0.48 -1.79 0.29
C 1.509366 -0.399002 -0.631650 0.37 1.00 0.55
H 2.548878 2.383993 -0.746984 0.13 0.15 0.06
H 1.206013 2.795690 0.429819 0.87 0.08 0.35
H 0.788536 2.127530 -1.004002 0.57 -0.18 -0.45
H 1.864093 1.168091 2.330113 -0.03 0.01 -0.05
H 1.563428 -1.038005 3.179614 -0.10 -0.30 -0.04
H 0.874541 -2.914558 1.525948 0.46 -0.12 0.24
H 1.203690 -2.518359 -0.787774 0.02 0.30 -0.27
H 1.615867 -0.206355 -1.689429 -0.26 -0.04 -0.13
C -3.102878 1.621260 -0.855810 -0.09 -0.68 -0.23
C -2.693179 0.141094 -0.592444 -0.48 1.00 0.72
C -2.894226 -0.762613 -1.805015 -0.02 0.37 -0.35
H -2.426944 2.294648 -0.332752 -0.11 0.16 -0.04
H -4.128839 1.860740 -0.580269 -0.04 -0.08 0.15
H -3.039214 1.789220 -1.930600 0.19 0.32 0.00
H -1.706305 0.223082 -0.133306 0.39 -0.62 -0.69
H -3.286327 -0.260486 0.235871 -0.09 0.06 -0.07
H -3.917155 -1.141064 -1.794097 0.14 -0.44 0.13
H -2.862204 -0.227786 -2.762027 0.35 0.22 0.22
H -2.155829 -1.555384 -1.883269 -0.17 -0.30 0.18

# 2
14
Properties=species:S:1:pos:R:3:forces:R:3 method="wB97M-V/def2-TZVPD" homo_lumo_gap_ev=9.821 smiles="CC(C)=NC#N.Cl" lumo_ev=0.097 homo_ev=-9.72 energy_ev=-19762.7818
C 0.276250 0.742747 -0.925636 0.87 -2.36 -0.12
C 0.676826 -0.191788 0.196018 -0.68 -1.42 -1.03
C 1.843232 0.082259 1.149874 -0.88 -2.12 -0.39
N -0.000705 -1.274377 0.348104 1.79 0.23 1.87
C -1.100863 -1.794190 -0.097399 -1.63 -0.05 -1.21
N -2.099809 -2.309216 -0.423328 1.06 0.57 0.30
H -0.761648 0.914131 -0.763349 -0.66 1.10 0.05
H 0.978202 1.536952 -0.932984 -0.02 1.23 -0.41
H 0.306072 0.138975 -1.876876 0.27 0.70 0.79
H 1.860933 -0.882368 1.825160 0.17 2.38 -0.93
H 1.479128 1.015015 1.610147 0.85 -0.30 0.47
H 2.821267 0.190699 0.604719 -1.03 0.17 0.57
Cl -3.289989 1.406499 0.066328 0.32 -0.98 -0.89
H -2.988900 0.424661 -0.780777 -0.43 0.85 0.92

# 3
21
Properties=species:S:1:pos:R:3:forces:R:3 method="wB97M-V/def2-TZVPD" homo_lumo_gap_ev=7.800 smiles="Cc1cccc(N)c1SS(=O)(=O)[O-]" charge=-1 lumo_ev=3.346 homo_ev=-4.45 energy_ev=-36693.1503
C -0.083156 1.316314 -2.001557 -0.73 -1.98 -2.07
C -0.281858 0.503687 -0.728799 1.84 0.38 -0.78
C -1.423862 0.508571 0.031339 1.80 -1.80 0.11
C -1.552936 -0.370434 1.121763 -2.71 3.09 -0.36
C -0.502016 -1.142033 1.509909 -1.35 -1.22 1.29
C 0.632467 -1.187173 0.742940 1.29 1.65 -0.87
N 1.612603 -2.063303 1.072560 -2.35 -1.79 4.16
C 0.829649 -0.239247 -0.329773 -1.27 -2.57 0.39
S 2.329431 -0.291650 -1.283407 -0.40 0.14 0.20
S 3.135548 1.113885 0.108143 0.32 3.17 -2.45
O 3.400680 0.277712 1.202460 0.60 -1.63 2.84
O 2.080487 2.108895 0.288985 0.40 -0.51 0.04
O 4.311480 1.659975 -0.560453 -0.24 -0.43 0.02
H 0.248785 0.478401 -2.829289 -0.70 2.31 1.79
H -1.039719 1.777459 -2.425559 1.26 -0.36 0.87
H 0.747857 2.020036 -1.878170 -0.36 -0.06 -0.19
H -2.068236 1.199307 -0.366794 -2.51 1.25 -0.07
H -2.571782 -0.155241 1.604616 1.76 -1.22 0.05
H -0.598254 -1.837683 2.370478 0.10 0.51 -0.63
H 1.720854 -2.358836 2.103514 -0.09 0.89 -2.76
H 2.362803 -2.024935 0.503082 3.34 0.16 -1.59

# 4
15
Properties=species:S:1:pos:R:3:forces:R:3 method="wB97M-V/def2-TZVPD" homo_lumo_gap_ev=9.611 lumo_ev=0.400 homo_ev=-9.21 energy_ev=-18090.9203
C -0.417045 0.642551 0.602367 -0.09 -0.26 0.88
C 0.276377 0.079331 -1.700237 0.09 0.07 0.22
C 1.003486 -1.344664 0.258697 0.05 0.15 -0.04
C 0.671908 0.066750 -0.224074 0.13 -0.04 -0.34
N -1.420409 1.353103 0.242557 -1.31 0.73 2.73
N -1.923313 1.611434 1.782959 1.21 -0.01 -3.07
S -0.666769 0.507596 2.325563 -0.02 -0.08 -0.16
H -0.559736 -0.595270 -1.868417 -0.09 -0.05 -0.04
H 1.115253 -0.246294 -2.309657 0.06 -0.01 -0.08
H -0.024374 1.076595 -2.004431 -0.03 0.09 -0.13
H 0.129119 -1.987384 0.162183 -0.02 -0.06 0.04
H 1.315851 -1.330490 1.303217 0.03 -0.11 0.04
H 1.808885 -1.768353 -0.341739 0.02 0.01 0.05
H 1.552881 0.707667 -0.081092 -0.08 -0.07 -0.02
H -2.862112 1.227427 1.852105 0.04 -0.36 -0.07